[1]
A 2-piece molecular cluster, C6H17BO3PS overall at a distorted geometry, computed with ωB97M-V/def2-TZVPD.

Element x y z (Å)
1 C 5.15 -1.17 0.70
2 B 4.07 -0.02 1.07
3 O 4.19 1.22 0.36
4 P 2.73 -0.35 2.43
5 C 1.24 -1.30 1.82
6 C 0.04 -0.18 1.43
7 C -1.39 -0.87 0.94
8 O -0.32 -0.11 0.01
9 H 4.67 -2.14 0.38
10 H 5.77 -1.35 1.65
11 H 5.90 -0.77 -0.06
12 H 4.73 1.78 0.95
13 H 2.42 0.89 3.05
14 H 3.38 -1.19 3.41
15 H 1.43 -1.84 0.85
16 H 0.80 -1.94 2.63
17 H -0.03 0.79 2.08
18 H -1.91 -0.17 1.72
19 H -2.11 -0.56 0.14
20 C -2.90 1.31 -2.01
21 S -4.68 1.54 -1.96
22 O -5.20 0.75 -0.81
23 C -5.03 0.60 -3.47
24 H -2.47 1.79 -1.13
25 H -2.66 0.25 -1.99
26 H -2.49 1.78 -2.91
27 H -4.66 -0.42 -3.36
28 H -4.56 1.09 -4.32
29 H -6.11 0.58 -3.61

Properties
* E_HOMO: -10.84 eV
* frontier orbital gap: 5.88 eV
* net charge: +1
* largest force on an atom: 0.1007 hartree/bohr

Need the Löwdin charges? In units of e they are: number 1, C, carries -0.049; number 2, B, carries -0.519; number 3, O, carries 0.054; number 4, P, carries 1.097; number 5, C, carries -0.247; number 6, C, carries -0.252; number 7, C, carries -0.013; number 8, O, carries -0.156; number 9, H, carries 0.081; number 10, H, carries 0.090; number 11, H, carries 0.091; number 12, H, carries 0.127; number 13, H, carries 0.039; number 14, H, carries 0.048; number 15, H, carries 0.117; number 16, H, carries 0.105; number 17, H, carries 0.160; number 18, H, carries 0.089; number 19, H, carries 0.120; number 20, C, carries -0.284; number 21, S, carries 0.812; number 22, O, carries -0.558; number 23, C, carries -0.267; number 24, H, carries 0.044; number 25, H, carries 0.047; number 26, H, carries 0.057; number 27, H, carries 0.058; number 28, H, carries 0.054; number 29, H, carries 0.054


[2]
An isolated ion of composition C6H17BrNOP2S and charge +1 at a distorted geometry, computed with ωB97M-V/def2-TZVPD.

Element x y z (Å)
1 C 1.48 1.41 1.53
2 C 1.45 2.03 0.12
3 C 1.82 1.10 -1.00
4 Br 3.61 0.39 -0.85
5 P 0.64 -0.28 -1.25
6 S 0.81 -0.69 -3.30
7 C -1.07 0.21 -0.90
8 C -1.65 -0.32 0.42
9 C -3.08 0.17 0.54
10 O -3.86 -0.63 1.41
11 P 1.25 -2.13 -0.19
12 N 1.23 -1.98 1.36
13 H 1.77 0.37 1.54
14 H 2.20 1.93 2.14
15 H 0.52 1.54 2.01
16 H 2.18 2.83 0.08
17 H 0.50 2.50 -0.06
18 H 1.79 1.65 -1.94
19 H 0.37 -1.96 -3.28
20 H -1.08 1.30 -0.89
21 H -1.69 -0.09 -1.73
22 H -1.08 0.08 1.24
23 H -1.66 -1.40 0.41
24 H -3.09 1.19 0.92
25 H -3.56 0.19 -0.44
26 H -3.30 -1.28 1.85
27 H 0.42 -3.14 -0.73
28 H 2.52 -2.35 -0.75
29 H 0.58 -2.64 1.77

Properties
* E_HOMO: -13.15 eV
* frontier orbital gap: 9.34 eV
* net charge: +1
* largest force on an atom: 0.0371 hartree/bohr

Need the Löwdin charges? In units of e they are: number 1, C, carries -0.094; number 2, C, carries -0.321; number 3, C, carries -0.892; number 4, Br, carries 0.781; number 5, P, carries 0.531; number 6, S, carries 0.562; number 7, C, carries -0.326; number 8, C, carries -0.231; number 9, C, carries -0.262; number 10, O, carries -0.041; number 11, P, carries 0.583; number 12, N, carries -0.294; number 13, H, carries 0.022; number 14, H, carries 0.082; number 15, H, carries 0.070; number 16, H, carries 0.111; number 17, H, carries 0.102; number 18, H, carries 0.064; number 19, H, carries -0.149; number 20, H, carries 0.098; number 21, H, carries 0.089; number 22, H, carries 0.099; number 23, H, carries 0.103; number 24, H, carries 0.126; number 25, H, carries 0.121; number 26, H, carries 0.089; number 27, H, carries 0.005; number 28, H, carries -0.025; number 29, H, carries -0.004


[3]
An isolated ion of composition C6H17ClNSi and charge +1 at a distorted geometry, computed with ωB97M-V/def2-TZVPD.

Element x y z (Å)
1 C -2.00 3.71 -0.11
2 C 2.86 -1.27 -0.82
3 C 1.42 -3.24 0.06
4 C -2.04 2.35 0.69
5 C -1.67 1.24 -0.31
6 C 0.87 -0.69 0.61
7 N 1.49 -1.78 -0.38
8 Si -1.19 -0.50 0.24
9 Cl -2.00 -1.05 1.97
10 H -0.96 3.99 -0.28
11 H -2.75 3.60 -0.86
12 H -2.43 4.58 0.49
13 H 3.55 -1.42 0.10
14 H 3.24 -1.85 -1.73
15 H 2.78 -0.30 -1.09
16 H 1.98 -3.44 1.01
17 H 0.39 -3.45 0.17
18 H 1.73 -3.99 -0.74
19 H -1.22 2.43 1.39
20 H -3.03 2.20 1.26
21 H -0.86 1.77 -0.76
22 H -2.46 1.05 -0.98
23 H 1.48 0.20 0.38
24 H 1.15 -0.87 1.61
25 H 0.77 -1.77 -1.10
26 H -1.11 -1.51 -0.84

Properties
* E_HOMO (spin up / spin down): -7.20 / -14.17 eV
* spin multiplicity: 3
* frontier orbital gap (spin up / spin down): 4.67 / 5.14 eV
* net charge: +1
* largest force on an atom: 0.1013 hartree/bohr

Need the Löwdin charges? In units of e they are: number 1, C, carries -0.077; number 2, C, carries 0.004; number 3, C, carries -0.001; number 4, C, carries -0.273; number 5, C, carries -0.269; number 6, C, carries -0.142; number 7, N, carries -0.235; number 8, Si, carries 0.152; number 9, Cl, carries 0.426; number 10, H, carries 0.082; number 11, H, carries 0.070; number 12, H, carries 0.111; number 13, H, carries 0.147; number 14, H, carries 0.129; number 15, H, carries 0.034; number 16, H, carries 0.119; number 17, H, carries 0.062; number 18, H, carries 0.131; number 19, H, carries 0.107; number 20, H, carries 0.138; number 21, H, carries 0.069; number 22, H, carries 0.091; number 23, H, carries 0.078; number 24, H, carries 0.059; number 25, H, carries 0.059; number 26, H, carries -0.071


[4]
C6H17CuNO6P as an isolated structure at a distorted geometry, computed with ωB97M-V/def2-TZVPD.

Element x y z (Å)
1 Cu 0.13 0.07 0.65
2 P 1.53 2.01 1.65
3 O 1.90 1.28 0.28
4 O 0.44 3.09 1.41
5 O 2.77 2.52 2.38
6 O 0.79 0.86 2.47
7 C -3.63 2.14 -0.03
8 C -2.32 2.72 0.49
9 O -1.64 1.77 1.24
10 H -3.44 1.33 -0.75
11 H -4.25 2.91 -0.51
12 H -4.19 1.72 0.81
13 H -2.53 3.61 1.10
14 H -1.68 3.07 -0.34
15 H -0.76 2.26 1.53
16 C 0.85 -2.24 -2.82
17 C 0.29 -1.98 -1.42
18 C 1.43 -2.00 -0.41
19 O 0.90 -2.13 0.88
20 C 1.92 -2.04 1.86
21 N -0.43 -0.67 -1.33
22 H 1.39 -3.19 -2.88
23 H 1.56 -1.45 -3.08
24 H 0.06 -2.22 -3.57
25 H -0.43 -2.76 -1.19
26 H 2.00 -1.06 -0.48
27 H 2.10 -2.85 -0.63
28 H 2.44 -1.08 1.80
29 H 2.63 -2.88 1.74
30 H 1.43 -2.08 2.83
31 H -1.33 -0.76 -1.80
32 H 0.07 0.03 -1.88

Properties
* E_HOMO: 1.13 eV
* ΔE to the lowest compared entry with this formula, charge and spin: 0.00 kJ/mol
* frontier orbital gap: 3.77 eV
* net charge: -2
* largest force on an atom: 0.0240 hartree/bohr

Need the Löwdin charges? In units of e they are: number 1, Cu, carries 0.259; number 2, P, carries -0.048; number 3, O, carries -0.491; number 4, O, carries -0.423; number 5, O, carries -0.493; number 6, O, carries -0.464; number 7, C, carries -0.121; number 8, C, carries -0.393; number 9, O, carries -0.186; number 10, H, carries 0.048; number 11, H, carries 0.049; number 12, H, carries 0.058; number 13, H, carries 0.103; number 14, H, carries 0.105; number 15, H, carries -0.007; number 16, C, carries -0.084; number 17, C, carries -0.396; number 18, C, carries -0.255; number 19, O, carries -0.221; number 20, C, carries -0.109; number 21, N, carries 0.052; number 22, H, carries 0.064; number 23, H, carries 0.082; number 24, H, carries 0.063; number 25, H, carries 0.136; number 26, H, carries 0.124; number 27, H, carries 0.122; number 28, H, carries 0.092; number 29, H, carries 0.075; number 30, H, carries 0.088; number 31, H, carries 0.078; number 32, H, carries 0.095